{"formula": "C20H25N3NaO4", "method": "ωB97M-V with the def2-TZVPD basis set", "lumo_energy_ev": -2.59, "e_homo_ev": -10.40, "gap_ev": 7.809, "multiplicity": 1, "total_charge": 1, "max_force_ev_per_a": 3.17, "species": ["Na", "O", "O", "O", "O", "N", "N", "N", "C", "C", "C", "C", "C", "C", "C", "C", "C", "C", "C", "C", "C", "C", "C", "C", "C", "C", "C", "C", "H", "H", "H", "H", "H", "H", "H", "H", "H", "H", "H", "H", "H", "H", "H", "H", "H", "H", "H", "H", "H", "H", "H", "H", "H"], "positions_angstrom": [[-2.828257, -0.126697, 0.852684], [-1.565549, 1.973690, 1.361270], [-3.329240, -1.099107, 3.348171], [-4.033262, 1.378627, 2.353450], [-0.866613, -0.796522, 2.226769], [2.648121, -0.076321, -4.388838], [3.369867, -1.778048, -3.057819], [-1.010754, -0.294916, -0.825785], [2.431687, -0.841603, -3.199703], [-2.388278, 3.076455, 1.702012], [-0.200434, -1.344503, -0.667690], [-4.691282, 0.792621, 3.479987], [-0.642907, 0.703409, -1.654955], [1.260984, -0.515470, -2.333655], [4.565856, -0.073726, -6.043579], [-3.761946, -0.129784, 4.227607], [5.658177, -0.793911, -6.396818], [-0.504855, 1.648007, 2.303860], [3.843166, -0.504026, -4.905111], [6.083706, -1.915832, -5.620804], [4.237991, -1.582798, -4.113066], [-2.260122, -1.935631, 3.756607], [-0.945415, -1.228509, 3.593685], [-3.404532, 2.610320, 2.755994], [0.088242, 0.310605, 1.980184], [0.942857, -1.522916, -1.426662], [0.493819, 0.646437, -2.443664], [5.419217, -2.246879, -4.475119], [-2.986426, 3.330004, 0.795441], [-4.143448, 3.422951, 2.876275], [-4.986825, 1.661533, 4.086923], [0.948681, 0.109006, 2.609304], [-1.171236, 1.615680, -1.587172], [-0.757049, -0.466409, 4.384628], [-2.205648, -2.771127, 3.098686], [6.914155, -2.472449, -5.953585], [-4.373494, -0.404309, 5.090217], [-1.778909, 3.902349, 1.932200], [-2.897767, 2.487566, 3.747941], [0.398529, 0.206339, 0.948446], [-5.583146, 0.271418, 3.265896], [0.261898, 2.433573, 2.360329], [-1.027457, 1.543137, 3.220445], [6.292569, -0.570396, -7.253846], [-2.764575, 0.304839, 4.605719], [-0.530728, -2.045368, 0.102566], [-0.122755, -1.944084, 3.770685], [2.099232, 0.723787, -4.618575], [0.857660, 1.434770, -2.986052], [-2.357709, -2.245155, 4.759643], [4.074395, 0.696081, -6.592993], [1.560266, -2.352002, -1.138465], [5.669544, -3.204704, -3.913669]], "forces_ev_per_a": [[0.2737, 0.1699, 0.3359], [1.1686, -0.5698, -0.7241], [-0.8183, -1.6743, -1.2102], [0.1489, 0.4880, -0.3805], [0.4299, 1.4537, 0.1842], [-0.0092, -1.0474, 2.3299], [-1.3668, 1.1590, 0.2012], [-0.3977, 0.7462, -0.1247], [1.0550, 0.8268, -1.7856], [-1.6928, -2.1078, -0.8918], [-0.5659, 0.0022, -0.5734], [1.6328, 1.9110, 0.7792], [0.9295, -1.0429, 0.3894], [1.4084, -1.7211, -0.7802], [-1.5225, -0.3788, 0.9406], [1.6327, 1.5626, 1.0764], [1.3063, -0.8229, -0.0145], [-0.9952, 0.3421, -0.9361], [0.1451, -0.0188, -0.6226], [-1.0742, 1.4368, 0.1409], [0.3390, 0.6303, -0.1589], [0.4400, 1.3314, -0.5960], [1.2853, -0.0107, 0.1660], [0.5597, 0.8031, 0.6393], [-0.4769, -1.3447, 0.4314], [-0.9626, 0.6518, 1.2728], [-0.4242, -2.5814, 1.7897], [-0.1633, -2.6690, 1.0382], [0.6300, -0.2042, 0.3861], [-0.0027, -0.4314, 0.0310], [-0.1032, -0.5865, 0.4187], [0.2805, 0.2253, 0.1621], [-0.9088, 0.6697, -0.0810], [-0.3644, 0.1840, -0.8894], [-0.5215, -0.7769, -0.4677], [0.8416, -0.5453, -0.2079], [0.3187, -0.9569, 0.2286], [0.4487, 1.2739, 0.8504], [-0.4192, -0.0826, -0.6937], [-0.0202, 0.2107, 0.0433], [-0.8946, -0.6501, -1.0461], [-0.2185, -0.1085, -0.1186], [-0.0030, 0.1055, 1.4614], [-0.4870, 0.2328, 0.0238], [-1.7847, 0.3861, -0.0674], [0.3390, 0.0118, -0.3291], [-0.2815, -0.0255, -0.0547], [0.0085, 0.2931, -0.3892], [0.4215, 1.9305, -1.3846], [-0.3179, -0.5900, 1.2715], [0.3762, 0.6369, -0.6952], [0.4646, -0.2318, -0.7169], [-0.0872, 1.5039, -0.6520]], "mulliken_charge": [0.9237, -0.1298, -0.2960, -0.3394, -0.0668, -0.0346, -0.6686, -0.3232, -0.2805, -0.9374, -0.6298, -0.7991, -0.6117, 1.1406, -1.0733, -0.1502, -0.3766, -0.3238, 0.8357, -0.5561, 0.4969, -0.8383, -0.6838, -0.4484, -0.6069, -0.2988, -0.7627, -0.5174, 0.2904, 0.4154, 0.4362, 0.4933, 0.4797, 0.4234, 0.3633, 0.4498, 0.3250, 0.4200, 0.4097, 0.1053, 0.4126, 0.4357, 0.1986, 0.3624, 0.1698, 0.4654, 0.4278, 0.1932, 0.4962, 0.4346, 0.3896, 0.4529, 0.3059]}